C6H12N2O | ωB97M-V with the def2-TZVPD basis set

Calculated values
- E_tot: -11442.475 eV
- HOMO level: -0.360 hartree
- Structure (SMILES): [H]/N=C(/O)C(=C)C.[H]/N=C/C

```
! RIJCOSX wB97M-V def2-TZVPD def2/J DEFGRID3
* xyz 0 1
H 1.65035 1.55146 -0.25157
N 1.55927 0.89671 0.52970
C 0.96899 -0.17443 0.16032
O 0.93753 -1.19981 1.02571
C 0.76174 -0.67679 -1.30195
C -0.21871 -0.16434 -2.05259
C 1.89117 -1.46735 -1.87211
H 1.31504 -0.86209 1.85499
H -1.03431 0.40432 -1.62097
H -0.34688 -0.44466 -3.09395
H 1.77532 -2.52679 -1.62703
H 2.85343 -1.12293 -1.48096
H 1.95236 -1.36750 -2.96051
H -1.00047 2.25253 -0.14741
N -1.51383 2.17243 0.73992
C -1.57659 0.94305 1.08802
C -2.13760 0.50612 2.39779
H -1.02521 0.09591 0.43984
H -1.33096 0.48362 3.13492
H -2.56609 -0.49476 2.30280
H -2.91455 1.19532 2.73503
*
```

C6H12N2O | ωB97M-V with the def2-TZVPD basis set

Calculated values
- E_tot: -11442.631 eV
- HOMO level: -0.341 hartree
- Structure (SMILES): C=C(C)C(=O)N[C@@H](C)N

```
! RIJCOSX wB97M-V def2-TZVPD def2/J DEFGRID3
* xyz 0 1
C 2.11068 1.30726 -0.81617
C 1.82966 0.19510 -0.12739
C 2.89805 -0.66581 0.48418
C 0.50064 -0.61975 -0.51844
O 0.49524 -1.72650 -1.00081
N -0.44932 0.04014 0.15147
C -1.84602 -0.41371 0.15530
C -2.61823 0.45714 1.13542
N -2.47571 -0.38908 -1.14692
H 1.32098 1.90092 -1.25348
H 3.10276 1.73748 -0.83607
H 2.62635 -0.93458 1.50606
H 3.86855 -0.17184 0.48190
H 2.99685 -1.59251 -0.08267
H 0.36732 0.78290 0.58824
H -1.84785 -1.45961 0.48528
H -2.60754 1.49737 0.80710
H -3.65354 0.12699 1.17703
H -2.18505 0.39364 2.13176
H -2.44944 0.54530 -1.54219
H -1.98440 -1.01084 -1.77960
*
```

C6H12N2O | ωB97M-V with the def2-TZVPD basis set

Calculated values
- E_tot: -11444.311 eV
- HOMO level: -0.346 hartree
- Structure (SMILES): NCC[C@@H]1CCNC1=O

```
! RIJCOSX wB97M-V def2-TZVPD def2/J DEFGRID3
* xyz 0 1
N -1.40843 1.06550 1.31188
C -1.43827 1.55742 -0.06789
C -1.08795 0.50282 -1.11873
C 0.12506 -0.38987 -0.86187
C 0.06895 -1.50113 0.19813
C 1.55885 -1.71095 0.45372
N 2.15496 -0.35335 0.46439
C 1.40420 0.36682 -0.52678
O 1.76432 1.39424 -1.02726
H -0.45510 0.94461 1.63276
H -1.83783 1.74102 1.93191
H -0.79490 2.43230 -0.22035
H -2.45946 1.88586 -0.26803
H -0.89404 1.04900 -2.04435
H -1.94538 -0.14989 -1.29811
H 0.33372 -0.88680 -1.81984
H -0.43250 -2.39531 -0.17259
H -0.43530 -1.16672 1.10438
H 1.80921 -2.24624 1.36709
H 1.99713 -2.23831 -0.39689
H 1.97278 0.09898 1.35844
*
```

C6H12N2O | ωB97M-V with the def2-TZVPD basis set

Calculated values
- E_tot: -11422.074 eV
- HOMO level: -0.687 hartree

```
! RIJCOSX wB97M-V def2-TZVPD def2/J DEFGRID3
* xyz 2 1
C -0.68073 -1.67500 0.34199
C -1.91169 0.17811 0.34527
C 0.15506 -0.72470 -0.07764
C -0.55541 1.23506 -1.29873
C 0.03090 1.46588 0.99909
C 2.21962 -0.79174 -0.39746
N -1.94728 -1.11113 0.48657
N -0.58080 0.50149 0.00249
O 2.68122 -1.27451 0.76487
H -0.43097 -2.68205 0.32351
H -2.82259 0.96778 0.23448
H -1.42094 0.82387 -1.80767
H -0.64602 2.27121 -1.09683
H 0.35750 0.97552 -1.82663
H 1.05619 1.58706 0.48323
H -0.45617 2.39599 1.05581
H 0.22143 1.08002 1.99278
H 2.37924 0.30217 -0.59400
H 2.28020 -1.58145 -1.21577
H -2.75365 -1.67993 0.68818
H 2.82487 -2.26365 0.59645
*
```

C6H12N2O2 | ωB97M-V with the def2-TZVPD basis set

Calculated values
- E_tot: -13487.549 eV
- HOMO level: -0.269 hartree

```
! RIJCOSX wB97M-V def2-TZVPD def2/J DEFGRID3
* xyz 0 1
C 1.71386 -0.44469 -0.24915
C 1.61599 -1.90832 0.14730
O 2.57597 -0.33955 -1.33090
C 0.54942 1.09384 -0.67235
N 0.86933 1.85348 -1.51334
H 2.46682 0.55548 -1.71584
H 2.12721 0.09300 0.62248
H 2.60106 -2.26151 0.46625
H 1.29773 -2.51430 -0.70139
H 0.86870 -2.03385 0.92836
C -1.08766 2.20219 1.02726
C -1.33160 -1.05241 -0.81208
C -1.60300 -0.02053 0.15533
O -2.49965 -0.28905 1.12625
N -0.85696 1.06104 0.14805
H -2.39719 0.30385 1.88345
H -2.15384 2.35377 1.21148
H -0.55734 2.08188 1.97676
H -0.70388 3.08606 0.52134
H -1.59323 -2.04838 -0.47252
H -1.73657 -0.82256 -1.79596
H -0.16517 -0.94947 -0.95079
*
```

C6H12N2O2 | ωB97M-V with the def2-TZVPD basis set

Calculated values
- E_tot: -13485.165 eV
- HOMO level (alpha / beta): -0.294 / -0.294 hartree

```
! RIJCOSX wB97M-V def2-TZVPD def2/J DEFGRID3
* xyz 0 1
C 0.34092 1.74681 0.20680
C 1.01059 0.58102 0.83477
C -1.03801 1.26488 -0.39619
C 1.08491 -0.77614 -0.02653
C -0.91089 -0.01298 -1.17253
C -0.34696 -1.05308 -0.20936
N -1.20743 -3.02967 -2.12486
N -0.34678 -2.81588 -1.24854
O -1.22832 -4.06225 -2.82828
O 0.72577 -3.38864 -1.00411
H -0.04073 2.53354 0.90433
H 0.90690 2.27823 -0.52727
H 2.01267 0.66284 1.27196
H 0.53019 0.25565 1.79917
H -1.79769 1.18463 0.30292
H -1.32911 2.07414 -1.17662
H 1.46429 -0.71144 -1.02043
H 1.55174 -1.61187 0.48168
H -1.81614 -0.40904 -1.54995
H -0.13941 0.11754 -1.88335
H -0.97925 -1.35620 0.54262
H -1.93959 -2.31087 -2.22685
*
```

C6H12N2O2S | ωB97M-V with the def2-TZVPD basis set

Calculated values
- E_tot: -24326.968 eV
- HOMO level: -0.342 hartree
- Structure (SMILES): CC(=O)NCCSC(=O)CN

```
! RIJCOSX wB97M-V def2-TZVPD def2/J DEFGRID3
* xyz 0 1
C -0.56065 -0.54424 3.98221
C 0.33942 0.34818 3.18947
O 1.39136 0.82800 3.50909
N -0.17201 0.68026 1.95518
C 0.52625 1.45337 0.93994
C 1.22031 0.47779 -0.06937
S 0.17373 -0.76903 -0.88565
C 0.04107 0.13327 -2.43169
O 0.44129 1.22875 -2.60094
C -0.77489 -0.50186 -3.56856
N -0.55556 -1.96198 -3.59887
H -1.33297 -0.78341 3.24142
H -0.15336 -1.45053 4.26544
H -0.95497 -0.02992 4.84435
H -1.11855 0.44497 1.79345
H 1.29520 2.05921 1.39618
H -0.20291 2.09497 0.39232
H 1.69765 1.12092 -0.84923
H 1.90926 -0.07048 0.56676
H -0.70002 0.03680 -4.53081
H -1.80849 -0.46242 -3.25454
H -1.14101 -2.19703 -4.43382
H 0.43987 -2.13558 -3.85235
*
```

C6H12N2O3 | ωB97M-V with the def2-TZVPD basis set

Calculated values
- E_tot: -15538.135 eV
- HOMO level: -0.344 hartree
- Structure (SMILES): CCOC(=O)N(C)C(=O)NC

```
! RIJCOSX wB97M-V def2-TZVPD def2/J DEFGRID3
* xyz 0 1
C 0.95460 -2.84509 1.00667
C 1.24471 -2.10266 -0.29276
O 0.27855 -1.12307 -0.53011
C 0.11907 -0.10530 0.36052
O 0.87151 0.16767 1.19862
N -0.96812 0.56104 0.02584
C -2.27765 -0.30903 -0.22060
C -1.30301 1.91045 0.00625
O -2.41930 2.39250 -0.04437
N -0.21498 2.75611 -0.01560
C 1.05272 2.51629 -0.68005
H 1.36080 -2.28527 1.88278
H -0.12454 -2.88147 1.15608
H 1.17813 -3.89859 0.93073
H 1.50499 -2.71658 -1.19068
H 2.18997 -1.51401 -0.06212
H -2.98519 0.30102 -0.67534
H -1.87900 -1.08387 -0.90026
H -2.56374 -0.71235 0.73091
H -0.32871 3.72823 0.11718
H 1.02763 2.01782 -1.75867
H 1.47818 3.57622 -0.84342
H 1.80340 1.64994 -0.20161
*
```